(1)
# C5H13NO2

A 3-piece molecular cluster, C5H13NO2 overall (wB97M-V/def2-TZVPD, OMol25).

Geometry as XYZ:
```
21
Properties=species:S:1:pos:R:3
C 0.3913 -1.7396 -2.4857
C 0.7813 -1.2510 -1.3217
C 0.0171 -1.4950 -0.0520
C -0.8438 -0.6196 0.4594
C -1.2073 -0.6724 1.9443
N -1.1900 0.5855 -0.1795
H 1.0182 -1.5637 -3.3560
H -0.5176 -2.3040 -2.6200
H 1.6681 -0.6513 -1.1658
H 0.2885 -2.4114 0.4505
H -0.3268 -0.6533 2.5762
H -1.8852 -1.4790 2.1875
H -1.6992 0.2532 2.1753
H -1.9277 1.0502 0.3236
H -1.5063 0.4577 -1.1329
O 1.3683 2.1947 -2.5315
H 1.8287 2.8012 -1.9353
H 0.6520 1.8982 -1.9504
O 0.8094 2.1112 2.6989
H 1.3809 2.3045 3.4431
H 0.9002 1.1839 2.4719
```

## Properties
HOMO-LUMO gap (eV): 9.0
HOMO (eV): -8.357

(2)
# C5H13NO2

C5H13NO2 as an isolated structure (wB97M-V/def2-TZVPD, OMol25).

Geometry as XYZ:
```
21
Properties=species:S:1:pos:R:3
C -1.1131 0.6058 -0.5037
C 0.2437 -0.7972 -2.1105
C 1.5642 -0.5854 -1.7148
N -0.2568 1.7214 -0.3871
H 0.2170 1.9639 -1.2458
H 0.4406 1.6196 0.3419
H -1.8465 0.5378 0.2941
H -1.6410 0.5831 -1.4491
H -0.2378 -1.7572 -1.9824
H -0.2578 -0.1129 -2.7781
H 1.3938 -0.4337 -0.3933
H 2.1911 -1.4639 -1.5638
H 2.0928 0.2668 -2.1296
C -0.5828 0.3200 2.7748
C -0.2099 -0.9618 0.7896
O -0.9863 -0.7302 1.8889
O 1.0278 -0.6319 0.8200
H -0.5414 -1.8876 0.3225
H -1.2222 0.2259 3.6494
H -0.7406 1.3020 2.3193
H 0.4651 0.2156 3.0577
```

## Properties
HOMO-LUMO gap (spin up / spin down) (eV): 7.5 / 7.5
HOMO (spin up / spin down) (eV): -7.040 / -7.040

(3)
# C5H13NO2

A 3-piece molecular cluster, C5H13NO2 overall (wB97M-V/def2-TZVPD, OMol25).

Geometry as XYZ:
```
21
Properties=species:S:1:pos:R:3
C -1.3550 -0.6590 0.0881
C -0.2946 -1.5294 -0.2803
C 0.3839 -1.4821 -1.5152
C 1.4002 -2.2949 -1.8360
N -1.6000 0.5062 -0.6819
C -2.0136 1.4845 0.3514
O -1.1048 1.5671 1.3215
H -2.2659 -1.2718 0.1658
H -1.1243 -0.2652 1.1348
H -0.1127 -2.3959 0.3488
H 0.4666 1.2479 0.9120
H 0.0650 -0.7373 -2.2379
H 1.8501 -2.2184 -2.7999
H 1.7672 -3.0344 -1.1287
H -0.7100 0.8280 -1.0678
H -2.9839 1.1029 0.6997
H -2.2167 2.4313 -0.1782
H 3.1785 2.8917 2.9245
H 3.9011 2.6884 2.8126
H 1.3719 0.1057 0.3676
O 1.3970 1.0348 0.5991
```

## Properties
HOMO-LUMO gap (eV): 5.2
HOMO (eV): -8.063

Which structure is the most stable? The one labeled (1).

(1)
# C5H13NO2

A 2-piece molecular cluster, C5H13NO2 overall (wB97M-V/def2-TZVPD, OMol25).

Geometry as XYZ:
```
21
Properties=species:S:1:pos:R:3
C 2.2026 0.7212 -0.4312
N 0.7791 0.4125 -0.5917
C 0.0644 0.1696 0.6529
C -0.4825 -1.2381 0.7961
C -1.1498 1.1662 0.6982
C -1.6048 1.4789 2.0951
O -1.9038 2.5845 2.4737
H 2.2877 1.7742 -0.1708
H 2.6899 0.5917 -1.3914
H 2.6691 0.1306 0.3646
H 0.6846 -0.4008 -1.1937
H 0.6409 0.4824 1.5205
H -0.9593 -1.5433 -0.1331
H 0.2946 -1.9945 0.9194
H -1.2109 -1.2794 1.6064
H -0.8406 2.1133 0.2541
H -1.9824 0.7513 0.1289
H -1.6362 0.6406 2.8107
O -0.2664 -2.5531 -3.3249
H -0.8320 -1.7700 -3.3684
H 0.5560 -2.2378 -3.7153
```

## Properties
HOMO-LUMO gap (eV): 9.6
HOMO (eV): -8.994

(2)
# C5H13NO2

A 2-piece molecular cluster, C5H13NO2 overall (wB97M-V/def2-TZVPD, OMol25).

Geometry as XYZ:
```
21
Properties=species:S:1:pos:R:3
C 1.9161 -0.2426 0.4825
C 0.8563 -1.0401 0.2903
N 0.4625 -1.9430 1.2428
C 0.0349 -1.0075 -0.9658
C -1.4388 -0.6568 -0.7728
C -1.6738 0.8168 -0.4930
O -1.2894 1.6078 -1.6555
H 2.2714 0.4206 -0.2872
H 2.4721 -0.2377 1.4113
H -0.5169 -2.0592 1.4215
H 1.0409 -2.0453 2.0540
H 0.5165 -0.3633 -1.6623
H 0.1687 -1.9584 -1.4663
H -1.9788 -0.9285 -1.6758
H -1.8136 -1.2227 0.0807
H -1.0789 1.1163 0.3700
H -2.6975 1.1641 -0.4208
H -0.3373 1.6892 -1.7323
O 0.8721 2.6119 1.1522
H 1.2591 1.9601 0.5637
H 0.9545 2.3184 2.0628
```

## Properties
HOMO-LUMO gap (eV): 9.4
HOMO (eV): -8.595

Which structure is the most stable? The one labeled (2).

(1)
# C5H13NO2

A 2-piece molecular cluster, C5H13NO2 overall (wB97M-V/def2-TZVPD, OMol25).

Geometry as XYZ:
```
21
Properties=species:S:1:pos:R:3
C 0.7304 0.0552 3.5566
C 0.7791 0.8613 2.2729
N -0.2343 0.2942 1.4056
C -0.2816 0.5485 0.0910
O 0.5112 1.2243 -0.5650
C -1.5168 -0.1004 -0.5538
C -1.4803 -0.2425 -2.1174
H -0.2863 0.0289 3.9834
H 1.4182 0.4720 4.3115
H 1.0429 -0.9776 3.3281
H 0.5165 1.9272 2.4159
H 1.7489 0.8221 1.7406
H -0.8068 -0.4823 1.7458
H -1.6601 -1.1093 -0.1212
H -2.3844 0.5195 -0.2566
H -0.4714 -0.5377 -2.4517
H -1.7587 0.6960 -2.6255
H -2.1938 -1.0290 -2.4154
O 1.9557 -0.6513 -4.7321
H 1.8699 -0.9951 -3.8141
H 2.5017 -1.3239 -5.1988
```

## Properties
HOMO-LUMO gap (eV): 10.4
HOMO (eV): -9.598

(2)
# C5H13NO2

C5H13NO2 as an isolated structure (wB97M-V/def2-TZVPD, OMol25).

Geometry as XYZ:
```
21
Properties=species:S:1:pos:R:3
C -0.6959 -0.7175 0.0410
C -0.1712 0.5104 0.5613
C -2.3292 0.1771 -0.8988
C 1.1766 -0.6518 1.3987
C 2.5386 -0.1106 1.0428
N 0.3025 1.4718 -0.3033
O -0.1164 -1.3280 -1.0298
O -1.8756 0.0830 -2.2747
H -0.3546 -0.7882 -1.8224
H -2.4503 -0.4491 -2.8378
H -1.1693 -1.3917 0.7463
H -0.6996 0.8974 1.4261
H 0.4585 1.1934 -1.2635
H 0.4460 2.3895 0.0851
H -3.2174 -0.4193 -0.6669
H -2.5370 1.2401 -0.7441
H 0.8866 -0.4641 2.4319
H 1.1570 -1.7323 1.2613
H 2.7567 -0.3097 -0.0077
H 2.5705 0.9691 1.2030
H 3.3236 -0.5693 1.6516
```

## Properties
HOMO-LUMO gap (eV): 7.9
HOMO (eV): -7.038

(3)
# C5H13NO2

A 3-piece molecular cluster, C5H13NO2 overall (wB97M-V/def2-TZVPD, OMol25).

Geometry as XYZ:
```
21
Properties=species:S:1:pos:R:3
C 2.5263 -3.3799 -0.8056
C 2.6967 -2.1650 -1.3213
C 1.7247 -1.0614 -1.1673
C 2.2037 0.1770 -0.9778
N 0.4039 -1.4365 -1.0893
C -0.6347 -0.5046 -0.7239
H 1.7879 -3.6465 -0.0601
H 3.2780 -4.1460 -0.9647
H 3.5868 -2.0023 -1.9128
H 1.7093 1.0670 -0.6218
H 3.2681 0.3989 -0.9599
H 0.1039 -2.1975 -1.6599
H -1.1463 0.0368 -1.5175
H -1.3097 -1.0261 -0.0419
H -0.2495 0.3117 -0.1108
O -3.6614 1.9278 5.2752
H -4.3750 1.5477 5.8229
H -2.9483 1.4916 5.7268
O -2.8104 4.5665 -1.1069
H -3.4539 4.5703 -0.3863
H -2.7002 5.4703 -1.3970
```

## Properties
HOMO-LUMO gap (eV): 8.6
HOMO (eV): -7.742

(4)
# C5H13NO2

One molecule with the formula C5H13NO2 (wB97M-V/def2-TZVPD, OMol25).

Geometry as XYZ:
```
21
Properties=species:S:1:pos:R:3
O -3.5877 0.3238 1.0892
C -2.2149 0.1787 0.7885
C -1.4549 -1.1196 1.1846
C -0.0581 -1.2984 0.4313
N 0.5197 0.0319 0.2042
C 0.9595 0.3036 -1.1698
C 2.1920 1.2234 -1.0981
O 3.5372 0.9499 -0.5276
H -3.7261 0.6593 0.1685
H -1.6938 1.2877 1.1873
H -2.0035 0.3246 -0.2510
H -1.9255 -1.9685 0.8414
H -1.1431 -1.3313 2.2001
H -0.1403 -1.9119 -0.5548
H 0.4264 -1.9203 1.2616
H 1.1316 0.3224 0.9997
H 0.1734 0.7081 -1.7884
H 0.9867 -0.7383 -1.7681
H 1.8245 2.0586 -0.4166
H 2.4203 1.8037 -1.9949
H 3.7764 0.1125 -0.7869
```

## Properties
HOMO-LUMO gap (eV): 9.3
HOMO (eV): -8.515

Which structure is the most stable? The one labeled (1).

(1)
# C5H13NO2

A 2-piece molecular cluster, C5H13NO2 overall (wB97M-V/def2-TZVPD, OMol25).

Geometry as XYZ:
```
21
Properties=species:S:1:pos:R:3
C 0.0000 0.0000 0.0000
C 1.3376 0.7810 -0.0325
C 1.9473 1.0358 1.3630
O 1.4113 0.4955 2.3282
N 3.2158 1.5986 1.4192
C 3.7236 2.7035 0.5486
C 4.0833 1.3031 2.4831
H 0.1345 -1.0418 0.3363
H -0.5324 -0.0081 -0.9660
H -0.6220 0.5311 0.7401
H 2.1056 0.1894 -0.5670
H 1.2915 1.7799 -0.5073
H 4.7672 2.9982 0.7503
H 3.0925 3.6078 0.5693
H 3.6717 2.2613 -0.4606
H 3.8993 1.9942 3.3228
H 5.1322 1.4132 2.1602
H 3.9311 0.2699 2.8381
O -0.5224 -0.6254 -3.3198
H -1.0566 0.0137 -2.7960
H -0.8161 -1.5104 -3.0056
```

## Properties
HOMO-LUMO gap (eV): 9.8
HOMO (eV): -9.031

(2)
# C5H13NO2

A 2-piece molecular cluster, C5H13NO2 overall (wB97M-V/def2-TZVPD, OMol25).

Geometry as XYZ:
```
21
Properties=species:S:1:pos:R:3
C 2.6550 0.0422 -0.8944
C 1.6036 -0.7323 -0.1435
N 0.6052 -1.3177 -0.9450
O 1.7537 -1.1205 1.0066
H 3.1992 0.6692 -0.1868
H 3.3768 -0.6580 -1.3220
H 2.2247 0.6618 -1.6830
H 0.2700 -2.0711 -0.3475
H 0.0912 -1.1505 -1.7962
C -2.7161 0.0192 -0.1461
C -1.5143 -0.5388 0.5556
O -0.2879 0.6084 0.0620
C 0.0985 1.5666 1.0111
H -2.7063 -0.2751 -1.1999
H -3.6313 -0.3912 0.2964
H -2.7409 1.1075 -0.1072
H -1.4226 -0.3246 1.6166
H -1.4803 -1.6214 0.4614
H -0.7748 2.0280 1.4960
H 0.6424 2.3634 0.4860
H 0.7543 1.1349 1.7797
```

## Properties
HOMO-LUMO gap (eV): 9.8
HOMO (eV): -8.941

Which structure is the most stable? The one labeled (1).

(1)
# C5H13NO2

A 3-piece molecular cluster, C5H13NO2 overall (wB97M-V/def2-TZVPD, OMol25).

Geometry as XYZ:
```
21
Properties=species:S:1:pos:R:3
C 2.0746 -1.6267 -1.3714
C 1.8094 -0.5657 -0.6750
C 0.3740 -0.0539 -0.2455
C 0.1745 -0.2204 1.2599
C -0.8921 -0.5917 1.9976
N -1.1511 -0.1550 3.3174
H 3.2382 -1.8212 -1.2588
H 1.3974 -2.3031 -1.8564
H 2.5221 0.1396 -0.2465
H 0.2237 0.8863 -0.6806
H -0.2409 -0.7481 -0.8172
H 1.1440 0.1729 1.6743
H -1.9120 -1.0862 1.4661
H -1.6055 -0.9071 3.7961
H -0.3471 0.1211 3.8814
O -1.3993 3.5206 -0.4171
H -1.6770 3.9114 -1.1374
H -1.7992 3.3246 0.4260
O -0.4120 -1.0827 -3.0837
H 0.1948 -0.7569 -2.4087
H 0.1688 -1.0004 -3.8473
```

## Properties
HOMO-LUMO gap (eV): 9.3
HOMO (eV): -8.336

(2)
# C5H13NO2

A 2-piece molecular cluster, C5H13NO2 overall (wB97M-V/def2-TZVPD, OMol25).

Geometry as XYZ:
```
21
Properties=species:S:1:pos:R:3
C 2.7523 -1.3495 0.8834
N 1.3693 -0.9339 0.8409
C 1.0713 0.4426 1.1686
C 0.3718 -1.7960 0.5079
O -0.8189 -1.5227 0.4503
H 3.3587 -0.7626 0.1732
H 3.1696 -1.2166 1.8958
H 2.8245 -2.4157 0.6103
H -0.0174 0.6014 1.0910
H 1.3895 0.6824 2.1971
H 1.5780 1.1333 0.4736
H 0.7650 -2.8172 0.2835
C -1.3327 1.2532 -1.8149
C -2.6245 1.2182 -1.0175
O -2.4082 0.9400 0.3668
H -0.6433 2.0013 -1.3888
H -1.5384 1.5219 -2.8647
H -0.8384 0.2674 -1.7944
H -3.1175 2.2092 -1.0363
H -3.3282 0.4839 -1.4545
H -1.9824 0.0594 0.4286
```

## Properties
HOMO-LUMO gap (eV): 10.4
HOMO (eV): -9.683

Which structure is the most stable? The one labeled (2).